Record 1
This record from OMol25 describes 2 unconnected molecules or ions with the total composition C2H6Br2N. The level of theory is ωB97M-V/def2-TZVPD.

Cartesian coordinates (Å):
C 0.5872 1.6535 -0.1235
C 0.0091 0.5605 0.2095
N 0.3553 -0.7558 -0.2950
Br -3.3243 -1.0065 0.0956
Br -5.5661 -0.3023 0.1184
H 1.4290 1.8428 -0.7701
H 0.1644 2.6090 0.1745
H -0.8320 0.4134 0.9239
H 0.8935 -1.3173 0.5060
H -0.5807 -1.2324 -0.2890
H 0.8588 -0.9683 -1.2739

## Properties
Charge: +1

***

Record 2
This record from OMol25 describes 2 unconnected molecules or ions with the total composition C2H6BrClSi. The level of theory is ωB97M-V/def2-TZVPD.

Cartesian coordinates (Å):
C -1.0899 -0.1699 -0.0799
C -1.2265 -0.3654 1.2551
Si 1.9312 0.3404 -0.6855
Cl 2.5649 0.7026 1.1767
Br 1.8692 -1.7891 -0.8440
H -1.3451 0.9018 -0.4119
H -1.0391 -1.0154 -0.8365
H -1.4114 0.4826 1.9528
H -1.0902 -1.3738 1.5857
H 0.9086 1.4469 -0.8464
H 2.8641 0.5706 -1.7700

## Properties
Charge: 0
2S+1: 3

***

Record 3
This record from OMol25 describes a molecular structure, C2H6BrN. The level of theory is ωB97M-V/def2-TZVPD.

Cartesian coordinates (Å):
C 0.3479 0.0540 1.0634
C -0.7030 -0.4245 -0.9166
N -0.3587 0.6568 -0.0321
Br 1.6915 1.8943 -0.8061
H 0.4973 0.7323 1.7752
H -0.3047 -0.7520 1.6046
H 1.3857 -0.4535 0.9460
H -1.0045 0.1777 -1.8255
H 0.1036 -1.1592 -1.2478
H -1.6550 -0.7262 -0.5612

## Properties
Charge: 0
2S+1: 3

***

Record 4
This record from OMol25 describes a single C2H6BrNOSi molecule. The level of theory is ωB97M-V/def2-TZVPD.

Cartesian coordinates (Å):
N 1.2501 -2.0783 0.0012
C 0.8239 -0.7850 0.0648
C 1.6078 0.3064 -0.0038
Br 3.4891 0.2718 0.0951
O -0.5167 -0.6022 -0.0196
Si -1.1738 0.9047 0.0192
H 2.2064 -2.2302 -0.3832
H 0.6508 -2.7813 -0.4342
H 1.2947 1.2756 0.2267
H -0.6410 1.7750 -1.2309
H -0.4590 1.6557 1.0304
H -2.6856 0.4361 0.0140

## Properties
Charge: 0
SMILES: N/C(=C\Br)O[SiH3]

***

Record 5
This record from OMol25 describes a molecular structure, C2H6BrP. The level of theory is ωB97M-V/def2-TZVPD.

Cartesian coordinates (Å):
C 0.2433 -1.1875 -0.5472
C -0.3275 -0.1288 0.3423
P 0.1858 1.5683 -0.3164
Br -2.3008 -0.0038 0.1577
H -0.2019 -1.0547 -1.4398
H 0.1059 -2.2651 -0.2466
H 1.2688 -1.0165 -0.7219
H -0.0964 2.6915 0.7992
H 1.3383 1.6212 0.5708
H -0.2155 -0.2246 1.4018

## Properties
Charge: 0

***

Record 6
This record from OMol25 describes 2 unconnected molecules or ions with the total composition C2H6BrPS. The level of theory is ωB97M-V/def2-TZVPD.

Cartesian coordinates (Å):
C -0.8885 -0.4981 0.9991
C 1.3266 0.2728 -0.5083
P -0.1716 1.0029 0.1384
S 0.3215 2.5821 1.1966
Br -2.3398 -1.1379 -3.0550
H -1.6328 -0.2935 1.7392
H -1.2651 -1.2385 0.1729
H 0.0684 -0.8688 1.4554
H 1.3424 0.5520 -1.6062
H 2.1316 0.4283 0.2025
H 1.1072 -0.8013 -0.7346

## Properties
Charge: 0

***

Record 7
This record from OMol25 describes a single C2H6Cl2NO2PS molecule. The level of theory is ωB97M-V/def2-TZVPD.

Cartesian coordinates (Å):
C 0.9640 0.5643 1.1879
C 1.6712 -0.8637 -1.2470
N -2.0638 0.7514 1.3841
O -2.8622 1.8775 -0.8121
O -0.7697 0.3996 -1.0159
P 0.2413 -0.3335 -0.1713
S -2.4561 0.7732 0.0066
Cl -0.5744 -1.7989 0.7679
Cl -3.4543 -0.9281 -0.5490
H 0.1166 0.9156 1.8224
H 1.6302 0.0235 1.7984
H 1.7219 1.4717 0.9006
H 2.4893 -1.0042 -0.5180
H 1.3046 -1.7249 -1.6868
H 2.0415 -0.1235 -1.8678

## Properties
Charge: 0

***

Record 8
This record from OMol25 describes 2 unconnected molecules or ions with the total composition C2H6ClFN2S. The level of theory is ωB97M-V/def2-TZVPD.

Cartesian coordinates (Å):
N -0.7622 1.2414 -0.0980
N -1.8006 0.3239 0.0557
C -1.5941 -0.9852 -0.1303
S -2.7413 -2.1472 0.0235
H -0.6166 1.7413 0.7742
H -0.9977 1.9100 -0.8263
H -2.7326 0.6269 0.3117
H -0.5594 -1.1942 -0.3997
F 1.0300 -0.5884 0.0904
C 2.3208 -0.1714 0.0658
Cl 3.4139 -1.5673 -0.0342
H 2.5488 0.3638 0.9842
H 2.4910 0.4466 -0.8170

## Properties
Charge: 0
SMILES: NNC=S.FCCl

***

Record 9
This record from OMol25 describes 2 unconnected molecules or ions with the total composition C2H6ClN3. The level of theory is ωB97M-V/def2-TZVPD.

Cartesian coordinates (Å):
C 0.7952 -0.9962 0.3647
C -0.1287 1.5295 -0.3548
N 1.2089 -2.0513 -0.2116
N -0.4768 -1.1699 0.9897
N 1.2962 0.2224 0.6296
Cl 2.7584 0.4822 -0.1662
H 0.4132 2.4348 -0.0505
H 0.0450 1.2249 -1.3974
H -1.1332 1.2798 0.1365
H 2.2193 -1.9998 -0.5088
H -0.9601 -2.0462 0.8811
H -1.0765 -0.3768 0.8626

## Properties
Charge: 0

***

Record 10
This record from OMol25 describes 2 unconnected molecules or ions with the total composition C2H6ClNOS. The level of theory is ωB97M-V/def2-TZVPD.

Cartesian coordinates (Å):
C -0.7976 0.7257 0.7089
C 1.0478 -0.2273 -0.3709
N -0.2124 -0.4255 0.1975
O -0.0938 -2.9845 -0.0028
S -0.9413 -1.9056 0.4253
Cl -0.3418 2.2046 -1.8226
H -1.7746 0.4284 1.0821
H -0.3148 1.1722 1.6507
H -0.5613 1.5391 -0.0534
H 0.9241 0.4049 -1.3709
H 1.6779 0.3327 0.2244
H 1.3878 -1.2647 -0.6682

## Properties
Charge: 0

***

Record 11
This record from OMol25 describes a single C2H6ClOPS molecule. The level of theory is ωB97M-V/def2-TZVPD.

Cartesian coordinates (Å):
C -1.1064 -0.7740 -0.5857
C 1.5125 -0.0111 -0.1995
O -0.4676 1.4578 3.0574
P -0.2451 0.7307 -0.0055
S -1.1249 0.7647 1.9450
Cl -0.2429 1.7438 -1.9636
H -0.8629 -1.1275 -1.6042
H -2.1517 -0.7291 -0.3545
H -0.6801 -1.5891 0.1734
H 1.8064 -0.1403 0.8600
H 2.1825 0.6502 -0.6588
H 1.3802 -0.9762 -0.6640

## Properties
Charge: 0

***

Record 12
This record from OMol25 describes a molecular structure, C2H6ClOZn. The level of theory is ωB97M-V/def2-TZVPD.

Cartesian coordinates (Å):
Zn -2.7424 -6.0175 4.5003
Cl -1.9668 -2.8286 3.7600
C 0.4051 1.9007 -1.4071
C 0.8335 0.6148 -0.6476
O -0.1497 -0.3847 -0.6912
H 1.2776 2.5509 -1.3421
H -0.6014 2.2120 -1.1275
H 0.4399 1.5459 -2.4371
H 1.1308 0.9468 0.3472
H 1.7357 0.2251 -1.1189
H -0.3622 -0.7655 0.1640

## Properties
Charge: +1

***

How do the records compare in relative energy (zero: lowest compared OMol25 entry of this formula, charge and spin)? In the order shown, they have 120.2, 0.0, 45.9, 27.6, 206.1, 339.6, 170.0, 201.8, 329.0, 235.4, 266.3, 314.1 kJ/mol.